Below is C6H10O in the gas phase, with properties calculated with ωB97M-V with the def2-TZVPD basis set.

XYZ file:
```
17
Properties=species:S:1:pos:R:3:mulliken_charge:R:1
O 1.8007 -1.1400 2.0352 -0.483
C 2.2260 -1.0044 0.9133 0.013
C 1.6114 -0.1223 -0.1482 -0.668
C 0.4070 0.6859 0.3435 -0.697
C -0.7687 0.6486 -0.6065 -0.127
C -1.6091 -0.5976 -0.6611 -0.501
C -2.1625 0.6611 -0.0515 -0.647
H 3.1267 -1.5654 0.5820 0.355
H 2.4132 0.5087 -0.5560 0.395
H 1.3266 -0.7944 -0.9731 0.333
H 0.7008 1.7243 0.5379 0.385
H 0.0982 0.2705 1.3100 0.295
H -0.6201 1.1677 -1.5530 0.376
H -2.0029 -0.9214 -1.6208 0.260
H -1.3434 -1.4128 0.0098 0.215
H -2.9362 1.1985 -0.5918 0.264
H -2.2678 0.6930 1.0305 0.233
```

Output
LUMO level (eV): 1.1
Calculated total energy (eV): -8430.4879
ΔE to the lowest compared entry with this formula, charge and spin (kcal per mole): 17.4
Net charge: 0
HOMO-LUMO gap (eV): 10.90